Record 1
Below is a single C2H3FNP molecule at a distorted geometry, with properties calculated with ωB97M-V/def2-TZVPD.

```
8
C2H3FNP, DFT ωB97M-V/def2-TZVPD
H 0.2491 -0.3693 -2.5057
N -0.3436 -0.5687 -1.7204
C 0.0156 -0.3273 -0.5677
C -0.5745 -0.2060 0.8641
P 1.3382 -0.0112 0.7522
F 1.3429 1.7049 0.7548
H -1.0720 0.7852 1.0090
H -0.9557 -1.0076 1.4137
```

Summary:
energy above the lowest of the compared OMol25 structures with the same formula, charge and spin	0.151	eV
orbital gap	8.93	eV
strongest force on any atom	3.5	eV Å⁻¹
HOMO	-8.872	eV
E_tot	-573.92743	Eh
SMILES string	[H]/N=C1/CP1F
total charge	0
LUMO	0.06	eV

Atomic partial charges in e from the Mulliken method, atoms 1 to 2: atom 1 (H): 0.28, atom 2 (N): -0.49

Record 2
Below is 2 unconnected molecules or ions with the total composition C2H3FNP at a distorted geometry, with properties calculated with ωB97M-V/def2-TZVPD.

```
8
C2H3FNP, DFT ωB97M-V/def2-TZVPD
C -0.3643 -0.5269 0.2305
C -0.2511 0.9553 0.3269
N -1.1434 -1.4262 -0.0687
F 2.1083 0.1384 -0.8706
P 1.3778 0.0821 0.5856
H -0.4470 1.4189 -1.0531
H -0.4648 1.8031 0.9840
H -0.8155 -2.4448 -0.1346
```

Summary:
energy above the lowest of the compared OMol25 structures with the same formula, charge and spin	1.332	eV
orbital gap	8.70	eV
strongest force on any atom	5.0	eV Å⁻¹
HOMO	-8.841	eV
E_tot	-573.88402	Eh
total charge	0
LUMO	-0.14	eV

Atomic partial charges in e from the Mulliken method, atoms 1 to 2: atom 1 (C): 0.18, atom 2 (C): -0.49